Molecular formula: C14H26N2O8
Method: DFT, ωB97M-V with the def2-TZVPD basis set

Structure (XYZ):
```
50
Properties=species:S:1:pos:R:3:forces:R:3
O -2.075 0.315 -0.155 -0.497 0.045 0.029
C -0.923 0.324 -0.447 0.409 0.018 0.126
O -0.474 0.395 -1.724 -0.048 -0.145 -0.087
C -0.210 -0.880 -2.358 0.081 0.108 0.127
C 1.261 -0.994 -2.703 -0.013 -0.072 -0.029
C 2.245 -1.332 -1.592 0.321 0.219 -0.006
O 2.669 -0.107 -0.927 -0.505 0.079 -0.045
C 2.787 -0.339 0.395 0.213 -0.405 -0.224
O 2.975 0.494 1.216 0.250 0.329 0.304
O 2.665 -1.666 0.635 -0.315 0.112 0.069
C 1.764 -2.141 -0.392 0.090 -0.054 -0.122
C 1.757 -3.662 -0.422 -0.066 -0.044 -0.092
C 1.957 -4.323 -1.776 -0.053 -0.036 0.015
O 3.232 -4.094 -2.357 0.028 0.038 0.028
H -0.123 0.306 0.307 0.068 0.077 -0.082
H -0.561 -1.684 -1.707 0.001 -0.035 -0.052
H -0.808 -0.916 -3.267 -0.033 0.082 -0.028
H 1.572 -0.034 -3.118 0.049 -0.032 -0.118
H 1.373 -1.733 -3.500 0.000 -0.046 0.043
H 3.136 -1.763 -2.042 0.014 -0.078 0.062
H 0.778 -1.786 -0.090 0.037 -0.094 -0.041
H 0.794 -4.002 -0.037 0.011 -0.028 0.091
H 2.507 -4.027 0.284 0.069 0.040 -0.021
H 1.769 -5.396 -1.671 0.017 -0.023 -0.005
H 1.229 -3.949 -2.498 0.017 0.017 -0.042
H 3.908 -4.329 -1.712 0.002 -0.045 -0.026
C -1.694 -0.047 4.559 0.010 -0.007 -0.003
N -0.782 -0.895 3.823 0.093 -0.089 -0.009
C 0.296 -1.573 4.525 0.023 0.023 -0.013
C -0.887 -1.069 2.498 -0.151 0.022 0.024
O -0.134 -1.768 1.832 -0.121 0.002 0.097
H -1.158 0.770 5.046 -0.001 0.004 -0.006
H -2.226 -0.618 5.323 -0.006 0.000 -0.003
H -2.424 0.378 3.872 -0.003 0.004 0.005
H 1.263 -1.268 4.125 0.001 0.006 -0.002
H 0.210 -2.653 4.408 -0.007 -0.003 0.008
H 0.243 -1.318 5.581 0.004 -0.001 -0.001
H -1.725 -0.519 2.042 0.015 0.004 0.031
C -1.786 3.511 -1.117 0.010 0.084 -0.016
N -2.268 4.833 -1.455 0.005 -0.010 0.014
C -1.916 5.961 -0.611 -0.004 -0.008 -0.010
C -3.040 5.062 -2.536 -0.018 0.021 -0.019
O -3.466 6.155 -2.856 0.010 -0.025 0.009
H -2.148 3.201 -0.135 -0.012 -0.011 -0.004
H -0.693 3.487 -1.114 0.000 -0.035 0.002
H -2.141 2.794 -1.855 0.001 -0.017 0.013
H -2.811 6.435 -0.208 0.000 -0.001 0.004
H -1.369 6.713 -1.180 0.004 0.000 0.001
H -1.294 5.606 0.208 0.000 0.006 0.000
H -3.254 4.147 -3.115 0.002 0.003 0.004
```
Positions in Å, forces in eV/Å.

Properties
energy relative to the best compared isomer or geometry (same formula, charge and spin): 50.5 kcal per mole
E_tot: -34299.4633 eV
HOMO-LUMO gap: 9.653 eV